The following is a quantum chemistry calculation of C4H5NO in the gas phase in a non-equilibrium geometry, from the Open Molecules 2025 dataset.

XYZ file:
```
11
Properties=species:S:1:pos:R:3:mulliken_charge:R:1
O -1.616 1.512 0.345 -0.53
C -0.561 0.763 -0.054 0.31
C -0.803 -0.541 -0.426 -0.59
C 0.425 -1.228 -0.244 -0.33
C 1.359 -0.307 0.133 -0.65
N 0.745 0.946 0.226 -0.06
H -1.630 -0.807 -1.075 0.42
H -2.048 0.612 0.476 0.39
H 0.591 -2.285 -0.389 0.39
H 2.418 -0.413 0.300 0.39
H 1.120 1.749 0.707 0.24
```

ΔE to the lowest compared entry with this formula, charge and spin ... 1.498 eV
E_HOMO ... -7.84 eV
SMILES ... Oc1ccc[nH]1



The following is a quantum chemistry calculation of a molecular structure, CH6N4OS in a non-equilibrium geometry, from the Open Molecules 2025 dataset.

XYZ file:
```
13
Properties=species:S:1:pos:R:3:mulliken_charge:R:1
C 0.309 -0.263 0.222 0.38
H 2.917 -1.211 -0.820 0.26
H 2.589 -1.165 0.979 0.31
H -0.441 1.597 0.491 0.27
H 2.058 0.484 -0.566 0.49
H -1.044 -1.641 -0.092 0.34
H -3.307 -0.228 0.868 0.15
N 2.407 -0.805 -0.040 -0.37
N 1.098 -1.278 -0.121 -0.60
N 0.515 1.118 0.424 -0.20
N -1.097 -0.632 0.217 -0.30
O 1.766 1.640 -0.246 -0.50
S -2.451 0.112 -0.225 -0.22
```

ΔE to the lowest compared entry with this formula, charge and spin ... 3.374 eV
E_HOMO ... -8.66 eV



The following is a quantum chemistry calculation of a molecular structure, C4H6O2, from the Open Molecules 2025 dataset.

XYZ file:
```
12
Properties=species:S:1:pos:R:3:mulliken_charge:R:1
O -1.691 -0.844 0.456 -0.46
C -0.446 -0.458 0.076 1.00
C -0.152 0.582 -1.009 -0.75
C 0.982 1.075 -0.057 0.56
O 1.833 1.924 -0.209 -0.64
C 0.608 0.103 0.934 -1.17
H -1.731 -0.795 1.423 0.41
H -0.069 -1.644 -0.553 0.05
H -1.002 1.263 -1.091 0.23
H 0.138 0.216 -1.999 0.30
H 0.561 -1.273 0.084 0.05
H 0.935 -0.180 1.928 0.42
```

ΔE to the lowest compared entry with this formula, charge and spin ... 5.419 eV
E_HOMO ... -8.55 eV



The following is a quantum chemistry calculation of a molecular structure, C29H33MnNO5PS, from the Open Molecules 2025 dataset.

XYZ file:
```
71
Properties=species:S:1:pos:R:3:mulliken_charge:R:1
Mn 0.170 0.175 -0.755 0.27
C -2.273 -0.413 -4.598 -1.78
C -1.493 -0.846 -3.360 1.51
C -0.972 -2.272 -3.496 -1.71
C -2.339 -0.611 -2.102 -0.33
C -3.523 -1.556 -1.920 -0.50
O -3.568 -1.803 -0.520 -0.50
C -2.358 -1.428 0.026 0.42
N -1.580 -0.801 -0.863 0.73
C -2.177 -1.789 1.378 0.30
C -3.189 -2.616 1.975 -1.44
C -3.088 -3.095 3.247 -0.52
C -1.965 -2.798 4.052 -0.84
C -0.991 -1.981 3.524 -0.54
C -1.061 -1.446 2.234 0.06
P 0.206 -0.303 1.725 2.02
C 0.020 1.234 2.684 0.03
C -0.921 1.393 3.696 -0.65
C -1.041 2.612 4.351 -0.60
C -0.222 3.675 4.001 -0.54
C 0.712 3.524 2.984 -0.70
C 0.828 2.314 2.320 -0.19
C 1.784 -1.002 2.303 0.20
C 2.250 -2.133 1.630 -0.58
C 3.474 -2.687 1.960 -0.55
C 4.244 -2.124 2.970 -0.52
C 3.786 -1.004 3.644 -0.64
C 2.561 -0.441 3.311 -0.30
H -1.680 -0.566 -5.501 0.42
H -2.552 0.642 -4.548 0.39
H -3.192 -0.998 -4.709 0.33
H -0.619 -0.187 -3.273 -0.49
H -1.774 -2.975 -3.736 0.40
H -0.467 -2.592 -2.586 0.24
H -0.242 -2.321 -4.305 0.45
H -2.707 0.423 -2.144 0.52
H -3.391 -2.506 -2.443 0.25
H -4.476 -1.115 -2.213 0.28
H -4.050 -2.877 1.379 0.35
H -3.881 -3.724 3.635 0.36
H -1.872 -3.198 5.052 0.41
H -0.124 -1.733 4.130 0.43
H -1.565 0.565 3.964 0.36
H -1.779 2.727 5.135 0.39
H -0.318 4.624 4.514 0.35
H 1.344 4.355 2.697 0.42
H 1.538 2.202 1.507 0.47
H 1.667 -2.558 0.821 0.36
H 3.837 -3.543 1.406 0.40
H 5.209 -2.551 3.216 0.36
H 4.386 -0.556 4.427 0.39
H 2.218 0.441 3.836 0.36
O 3.369 -1.932 -1.791 -0.72
C 2.515 -1.133 -1.470 0.52
O 1.238 -1.353 -1.423 -0.46
C 2.901 0.325 -1.042 0.63
O 4.053 0.702 -1.028 -0.73
O 1.874 1.080 -0.764 -0.40
C -0.795 1.935 -0.997 -1.35
H -1.693 1.974 -0.376 0.41
H -1.067 2.036 -2.052 0.34
H -0.102 2.733 -0.732 0.31
C 2.782 3.135 -3.109 -0.71
S 1.565 2.147 -3.990 0.13
C 0.545 3.460 -4.684 -0.89
H 3.440 3.668 -3.797 0.41
H 3.369 2.458 -2.490 0.18
H 2.280 3.842 -2.449 0.17
H 0.299 4.193 -3.915 0.24
H -0.384 3.011 -5.032 0.28
H 1.026 3.965 -5.524 0.35
```

Spin multiplicity ... 6
ΔE to the lowest compared entry with this formula, charge and spin ... 0.000 eV
E_HOMO (alpha / beta) ... -2.57 / -5.80 eV
Charge ... -1



The following is a quantum chemistry calculation of 2 unconnected molecules or ions with the total composition C4H6O2, from the Open Molecules 2025 dataset.

XYZ file:
```
12
Properties=species:S:1:pos:R:3:mulliken_charge:R:1
O -1.485 0.276 -1.980 -0.69
C 0.057 0.613 0.062 -0.42
C 0.013 0.092 1.417 -0.33
C -0.071 -0.938 0.341 -0.48
O 1.336 -1.183 0.231 -0.48
C 1.331 0.173 0.703 -0.18
H -0.696 0.495 -2.489 0.34
H -0.294 1.542 -0.378 0.50
H -0.536 0.375 2.295 0.43
H -0.753 -1.789 0.298 0.55
H -1.137 -0.388 -1.369 0.34
H 2.236 0.732 0.868 0.42
```

ΔE to the lowest compared entry with this formula, charge and spin ... 5.394 eV
E_HOMO ... -9.68 eV



The following is a quantum chemistry calculation of 2 unconnected molecules or ions with the total composition C22H14Cl2N2 in a non-equilibrium geometry, from the Open Molecules 2025 dataset.

XYZ file:
```
40
Properties=species:S:1:pos:R:3:mulliken_charge:R:1
Cl 2.249 -2.392 4.605 -0.20
C 1.476 -2.092 3.111 0.45
C 2.239 -1.671 2.009 -0.85
C 1.589 -1.309 0.835 -0.22
C 0.169 -1.352 0.691 0.89
C -0.384 -0.817 -0.537 -0.71
C -1.688 -1.127 -1.097 0.93
C -1.817 -1.117 -2.516 -0.30
C -3.042 -1.251 -3.166 -0.88
C -4.190 -1.500 -2.392 0.46
Cl -5.712 -1.564 -3.167 -0.20
C -4.092 -1.610 -0.997 -1.08
C -2.866 -1.383 -0.356 -0.17
C -0.549 -1.905 1.783 -0.09
C 0.081 -2.202 2.995 -1.04
H 3.321 -1.586 2.095 0.40
H 2.184 -0.977 -0.018 0.31
H 0.394 -0.697 -1.307 0.53
H -0.924 -0.961 -3.118 0.40
H -3.118 -1.119 -4.238 0.41
H -4.996 -1.815 -0.428 0.39
H -2.861 -1.346 0.733 0.27
H -1.612 -2.120 1.708 0.18
H -0.491 -2.505 3.869 0.41
C -0.137 1.529 -0.592 1.18
C -0.484 1.702 -1.953 0.13
N -0.781 1.833 -3.077 -0.65
C 1.132 2.124 -0.199 0.55
C 1.459 2.262 1.171 -0.35
C 2.753 2.607 1.569 -0.66
C 3.758 2.856 0.627 -0.49
C 3.438 2.757 -0.733 -0.59
C 2.150 2.404 -1.147 -0.48
C -1.190 1.628 0.341 -0.09
N -2.115 1.659 1.072 -0.70
H 0.706 2.049 1.933 0.39
H 2.999 2.675 2.634 0.37
H 4.782 3.105 0.948 0.38
H 4.228 2.930 -1.472 0.37
H 1.947 2.298 -2.217 0.36
```

E_HOMO ... -8.04 eV



The following is a quantum chemistry calculation of a molecular structure, C52H42FN7O4RuS4 in a non-equilibrium geometry, from the Open Molecules 2025 dataset.

XYZ file:
```
111
Properties=species:S:1:pos:R:3:mulliken_charge:R:1
Ru -2.429 -0.367 1.494 -0.16
C -4.424 -0.426 -1.225 -1.84
C -4.130 -1.665 -0.687 1.05
C -4.171 -2.885 -1.440 -1.09
C -4.064 -4.078 -0.805 -0.94
C -3.913 -4.127 0.610 0.83
C -3.967 -5.308 1.355 -0.87
C -3.866 -5.274 2.730 -0.73
C -3.653 -4.071 3.399 -0.50
C -3.523 -2.885 2.695 0.78
S -3.171 -1.388 3.519 -0.38
C -3.716 -2.887 1.281 0.26
N -3.788 -1.715 0.628 -0.28
H -4.702 -0.325 -2.258 0.54
H -2.749 0.205 -1.068 -0.88
H -4.631 0.388 -0.545 0.46
H -4.343 -2.820 -2.504 0.51
H -4.132 -5.007 -1.352 0.45
H -4.120 -6.239 0.833 0.42
H -3.957 -6.189 3.293 0.42
H -3.575 -4.049 4.474 0.48
N -1.855 0.470 -0.611 1.81
S -0.872 1.126 -1.574 1.00
N 0.583 1.208 -0.932 0.07
S 1.686 0.082 -1.146 0.96
N 1.420 -1.367 -0.665 0.09
S 0.775 -1.738 0.837 1.49
N -0.679 -1.599 0.990 -0.04
C 1.872 -0.779 1.909 -0.08
C 3.109 -1.291 2.253 -0.86
C 4.002 -0.479 2.933 -0.89
C 3.650 0.824 3.245 -0.84
C 2.398 1.315 2.909 -0.56
C 1.493 0.508 2.240 0.21
C 1.297 -3.453 1.052 0.26
C 0.594 -4.168 2.007 -0.72
C 0.981 -5.463 2.304 -0.74
C 2.062 -6.029 1.645 -0.62
C 2.738 -5.314 0.669 -0.76
C 2.358 -4.015 0.367 -0.01
C 3.143 0.796 -0.441 0.52
C 4.284 -0.002 -0.456 -0.97
C 5.475 0.509 0.018 -0.85
C 5.526 1.813 0.498 -0.71
C 4.383 2.602 0.507 -0.86
C 3.184 2.102 0.034 -0.04
C 2.005 -0.034 -2.876 0.57
C 2.176 1.153 -3.588 -0.71
C 2.428 1.097 -4.940 -0.77
C 2.546 -0.134 -5.579 -0.69
C 2.411 -1.310 -4.855 -0.74
C 2.142 -1.271 -3.502 -0.22
C -0.850 0.238 -3.122 0.11
C -0.965 -1.149 -3.041 0.02
C -1.077 -1.880 -4.204 -0.94
C -1.110 -1.227 -5.433 -0.81
C -1.004 0.155 -5.501 -1.02
C -0.875 0.902 -4.345 -0.18
C -1.279 2.845 -1.902 0.62
C -0.324 3.846 -1.876 -0.20
C -0.716 5.156 -2.096 -0.89
C -2.049 5.449 -2.340 -0.69
C -3.001 4.439 -2.362 -0.71
C -2.616 3.129 -2.139 -0.76
H 3.370 -2.306 2.000 0.52
H 4.971 -0.866 3.210 0.47
H 4.352 1.457 3.762 0.49
H 2.130 2.330 3.158 0.77
H 0.506 0.862 1.976 0.34
H -0.242 -3.697 2.501 0.52
H 0.445 -6.025 3.053 0.46
H 2.374 -7.032 1.891 0.42
H 3.567 -5.767 0.148 0.47
H 2.870 -3.438 -0.387 0.25
H 4.213 -1.005 -0.849 0.31
H 6.364 -0.103 0.010 0.50
H 6.460 2.216 0.857 0.45
H 4.426 3.610 0.890 0.50
H 2.280 2.689 0.043 0.65
H 2.101 2.095 -3.067 0.31
H 2.533 2.010 -5.506 0.48
H 2.750 -0.169 -6.637 0.44
H 2.509 -2.260 -5.355 0.49
H 2.023 -2.164 -2.913 0.52
H -0.956 -1.621 -2.069 0.35
H -1.161 -2.956 -4.164 0.58
H -1.211 -1.801 -6.338 0.47
H -1.026 0.649 -6.460 0.51
H -0.795 1.977 -4.371 0.69
H 0.703 3.594 -1.668 0.20
H 0.017 5.948 -2.069 0.49
H -2.355 6.473 -2.491 0.43
H -4.040 4.669 -2.545 0.48
H -3.344 2.333 -2.137 0.41
F -0.185 2.406 6.710 -0.34
C -0.216 3.146 5.593 0.38
C -1.283 3.094 4.772 -0.09
N -1.345 3.834 3.628 0.12
C -2.463 3.665 2.731 -1.39
C -2.496 2.237 2.159 1.61
O -3.437 1.897 1.427 -0.66
O -1.553 1.475 2.481 -0.91
C -0.275 4.598 3.204 0.53
O -0.251 5.164 2.135 -0.67
N 0.763 4.672 4.100 -0.01
C 0.930 3.999 5.314 0.24
O 1.928 4.149 5.972 -0.63
H -2.130 2.462 4.993 0.49
H -2.349 4.376 1.909 0.37
H -3.408 3.864 3.241 0.35
H 1.515 5.301 3.841 0.23
```

Spin multiplicity ... 2
ΔE to the lowest compared entry with this formula, charge and spin ... 2.401 eV
E_HOMO (alpha / beta) ... -8.49 / -8.48 eV
Charge ... +1



The following is a quantum chemistry calculation of C2H5IN4 in the gas phase in a non-equilibrium geometry, from the Open Molecules 2025 dataset.

XYZ file:
```
12
Properties=species:S:1:pos:R:3:mulliken_charge:R:1
C -0.574 0.505 -0.396 0.32
C -1.835 -1.326 0.172 -0.88
N 0.519 1.371 -0.356 -0.49
N 2.737 2.002 0.258 -0.61
N -0.562 -0.601 0.227 -0.41
N 1.655 1.057 0.018 0.52
I 2.262 -1.065 -0.070 0.11
H -1.476 1.012 -1.031 0.26
H -2.832 -0.812 -0.100 0.30
H -1.854 -1.752 1.081 0.31
H -1.582 -2.057 -0.531 0.34
H 3.543 1.668 0.729 0.22
```

ΔE to the lowest compared entry with this formula, charge and spin ... 2.559 eV
E_HOMO (alpha / beta) ... -8.92 / -8.94 eV



The following is a quantum chemistry calculation of C5H7NO in the gas phase, from the Open Molecules 2025 dataset.

XYZ file:
```
14
Properties=species:S:1:pos:R:3:mulliken_charge:R:1
O 1.295 1.400 0.818 -0.46
C -1.567 1.916 -0.885 -0.78
C -0.708 1.110 -0.314 0.25
C 0.281 0.561 0.355 0.04
C 0.584 -0.860 0.687 0.04
C 0.040 -2.047 -0.005 -0.38
N 1.429 -1.653 -0.220 -0.56
H 0.885 2.039 1.428 0.34
H -2.363 2.385 -0.308 0.24
H -1.508 2.171 -1.943 0.23
H 0.886 -0.980 1.728 0.29
H -0.673 -1.926 -0.816 0.24
H -0.083 -2.955 0.582 0.23
H 1.503 -1.158 -1.106 0.28
```

ΔE to the lowest compared entry with this formula, charge and spin ... 3.445 eV
E_HOMO ... -9.06 eV
SMILES ... C=C=C(O)[C@H]1CN1



The following is a quantum chemistry calculation of 2 unconnected molecules or ions with the total composition C3H6N2O in a non-equilibrium geometry, from the Open Molecules 2025 dataset.

XYZ file:
```
12
Properties=species:S:1:pos:R:3:mulliken_charge:R:1
C -1.352 0.218 0.794 -0.75
N -0.083 -0.942 -3.196 -0.38
C 0.817 -0.693 -2.516 0.06
N -0.014 -0.243 0.490 -0.12
C 1.087 0.538 0.463 0.13
O 2.180 0.176 0.052 -0.62
H -1.766 -0.307 1.661 0.27
H -1.318 1.286 1.026 0.26
H -2.013 0.075 -0.066 0.29
H 1.625 -0.462 -1.835 0.31
H 0.103 -1.190 0.154 0.27
H 0.907 1.560 0.841 0.29
```

ΔE to the lowest compared entry with this formula, charge and spin ... 1.299 eV
E_HOMO ... -10.36 eV
SMILES ... CNC=O.C#N



The following is a quantum chemistry calculation of C2H5N3O2 in the gas phase in a non-equilibrium geometry, from the Open Molecules 2025 dataset.

XYZ file:
```
12
Properties=species:S:1:pos:R:3:mulliken_charge:R:1
C -1.017 -0.231 -0.005 0.49
C 1.334 0.621 -0.044 -0.02
H -1.282 -2.172 0.353 0.27
H 0.230 -1.467 1.014 0.31
H -1.297 1.895 -0.464 0.36
H 1.864 1.555 0.088 0.42
H 1.367 -1.244 -0.585 0.38
N -0.525 -1.485 0.251 -0.53
N -0.058 0.770 0.345 0.06
N 1.924 -0.396 -0.495 -0.67
O -2.066 0.063 -0.549 -0.63
O -0.472 2.090 0.092 -0.43
```

ΔE to the lowest compared entry with this formula, charge and spin ... 3.029 eV
E_HOMO ... -9.63 eV
SMILES ... [H]/N=C\N(O)C(N)=O



The following is a quantum chemistry calculation of a molecular structure, C5H10N2O2 in a non-equilibrium geometry, from the Open Molecules 2025 dataset.

XYZ file:
```
19
Properties=species:S:1:pos:R:3:mulliken_charge:R:1
C -0.657 1.321 -1.197 -0.48
C 1.658 -1.467 0.247 -1.29
C -1.072 -0.770 0.354 0.64
C 0.764 -0.259 0.278 0.78
N -1.010 2.221 -0.159 -0.49
N 1.080 0.735 1.161 -0.49
C -0.012 0.116 -0.919 -0.54
O -1.528 -1.955 -0.132 -0.51
O -1.670 -0.216 1.242 -0.63
H -0.923 -2.305 -0.798 0.35
H -1.208 1.382 -2.133 0.29
H -1.650 1.824 0.533 0.18
H -1.399 3.086 -0.507 0.25
H 1.118 0.475 2.138 0.23
H 0.621 1.630 0.960 0.34
H 0.191 -0.513 -1.779 0.35
H 1.725 -1.926 1.238 0.37
H 1.308 -2.216 -0.466 0.27
H 2.663 -1.161 -0.061 0.36
```

ΔE to the lowest compared entry with this formula, charge and spin ... 3.531 eV
E_HOMO ... -6.91 eV



> What is the formula in the fourth record?

C29H33MnNO5PS